[1]
Entry from the Open Molecules 2025 dataset: a structure of composition C19H47HgO19S5 (the ωB97M-V functional and the def2-TZVPD basis).

For the HOMO-LUMO gap, the calculation gives 4.358 eV. Its total charge is -1. The energy above the lowest of the compared OMol25 structures with the same formula, charge and spin comes out at 134.2 kcal/mol.

```
91
Properties=species:S:1:pos:R:3:lowdin_charge:R:1
Hg -2.950 1.004 1.876 1.22
C 1.180 1.421 0.398 -0.05
C 0.176 0.556 1.196 -0.63
C 0.905 -0.663 1.719 -0.07
O -0.585 1.254 2.121 -0.36
H 1.298 1.138 -0.648 0.05
H 2.128 1.497 0.931 0.07
H 0.854 2.459 0.321 0.05
H -0.595 0.207 0.509 0.08
H 0.778 -1.282 0.831 0.06
H 0.295 -1.217 2.433 0.04
H 1.980 -0.616 1.893 0.07
C -2.852 1.894 -0.912 -0.95
O -3.134 0.794 -0.479 -0.18
O -3.706 2.254 -1.752 -0.03
O -3.176 2.535 0.084 -0.14
O -0.548 6.974 0.038 -0.32
S -1.030 5.615 0.135 0.66
O -2.286 5.302 -0.606 -0.30
O 0.139 4.630 -0.417 -0.30
C 0.570 4.784 -1.740 -0.24
C 1.910 3.952 -2.012 -0.06
C -1.234 4.999 1.873 -0.07
H 0.890 5.816 -1.886 0.10
H -0.294 4.552 -2.362 0.13
H 2.225 4.358 -2.974 0.06
H 1.888 2.873 -2.164 0.04
H 2.767 4.078 -1.351 0.07
H -0.360 5.305 2.448 0.06
H -1.255 3.916 1.750 0.04
H -2.172 5.492 2.129 0.07
O -3.851 -3.594 2.142 -0.28
S -2.712 -2.766 1.797 0.68
O -2.866 -1.306 2.065 -0.39
O -1.432 -3.129 2.689 -0.27
C -1.574 -4.247 3.560 -0.27
C -0.388 -4.279 4.576 -0.05
C -2.060 -3.201 0.143 -0.07
H -1.928 -5.238 3.276 0.13
H -2.307 -3.936 4.304 0.08
H 0.461 -4.779 4.108 0.08
H -0.693 -4.847 5.454 0.08
H -0.293 -3.254 4.934 0.05
H -0.984 -3.026 0.175 0.06
H -2.704 -2.722 -0.594 0.06
H -2.112 -4.290 0.129 0.07
O 7.994 -0.828 -4.689 -0.31
S 7.351 0.490 -4.843 0.74
O 6.503 0.868 -6.039 -0.34
O 6.571 0.944 -3.417 -0.26
C 5.186 0.613 -3.292 -0.30
C 4.496 1.468 -2.253 -0.07
C 8.601 1.859 -4.751 -0.11
H 4.919 -0.426 -3.102 0.12
H 4.621 0.784 -4.208 0.11
H 4.306 2.511 -2.503 0.07
H 5.049 1.369 -1.318 0.09
H 3.500 1.056 -2.088 0.07
H 8.091 2.819 -4.818 0.06
H 9.148 1.827 -5.694 0.07
H 9.078 1.731 -3.779 0.06
O -3.329 -0.014 -3.624 -0.25
S -2.718 -1.322 -3.695 0.72
O -3.267 -2.576 -3.063 -0.36
O -2.441 -1.690 -5.285 -0.29
C -1.833 -2.954 -5.588 -0.27
C -1.731 -3.019 -7.176 -0.05
C -0.936 -1.242 -3.063 -0.07
H -2.333 -3.764 -5.057 0.10
H -0.810 -3.092 -5.239 0.10
H -1.342 -2.066 -7.534 0.07
H -2.642 -3.299 -7.705 0.07
H -1.010 -3.757 -7.529 0.06
H -0.189 -1.268 -3.857 0.06
H -0.938 -2.185 -2.518 0.03
H -1.031 -0.409 -2.367 0.05
O -2.948 0.716 4.321 -0.39
S -2.128 0.571 5.517 0.70
O -1.810 1.763 6.230 -0.26
O -2.886 -0.543 6.565 -0.26
C -2.984 -1.854 6.085 -0.33
C -4.136 -2.476 6.857 -0.05
C -0.573 -0.380 5.056 -0.07
H -2.045 -2.378 6.266 0.10
H -3.229 -1.794 5.025 0.11
H -5.013 -1.912 6.540 0.08
H -4.102 -2.335 7.937 0.08
H -4.271 -3.525 6.593 0.08
H -0.892 -1.094 4.297 0.03
H -0.304 -0.833 6.010 0.06
H 0.095 0.380 4.651 0.07
```

---

[2]
Entry from the Open Molecules 2025 dataset: a cluster of 19 separate species, C19H48Cl2F9IN2O21S in total (the ωB97M-V functional and the def2-TZVPD basis).

For the HOMO-LUMO gap, the calculation gives 7.644 eV.

```
103
Properties=species:S:1:pos:R:3:lowdin_charge:R:1
C -1.626 3.734 0.796 -0.08
C -0.462 3.455 -0.081 -0.67
Cl 0.361 4.866 -0.652 0.79
C -0.007 2.246 -0.405 -0.67
Cl 1.349 1.941 -1.416 0.80
C -0.590 1.037 0.198 -0.14
C -1.794 0.504 -0.053 -0.06
C -2.798 0.959 -1.071 -0.09
C -3.669 -0.228 -1.520 -0.18
C -4.542 0.037 -2.738 -0.23
C -3.774 0.294 -4.035 -0.45
S -4.125 2.002 -4.560 1.05
C -3.143 2.250 -5.973 -0.71
N -3.614 2.980 -6.933 0.05
N -2.605 3.040 -7.892 0.06
C -1.633 2.332 -7.447 -0.19
O -1.896 1.793 -6.218 0.02
C -2.128 -0.672 0.801 -0.40
O -3.225 -0.873 1.241 0.11
C -0.987 -1.603 1.116 -0.52
I -1.513 -3.606 1.189 1.19
C 0.222 -1.077 1.316 -0.07
C 1.447 -1.926 1.597 -0.42
F 1.637 -2.726 0.519 0.11
F 1.307 -2.728 2.674 0.11
C 2.794 -1.179 1.789 -0.33
F 3.774 -2.113 1.649 0.14
F 2.988 -0.298 0.803 0.15
C 3.039 -0.533 3.200 -0.35
F 1.916 -0.368 3.898 0.17
F 3.619 0.669 3.008 0.15
C 4.029 -1.329 4.096 -0.56
F 3.686 -2.594 4.239 0.21
F 3.988 -0.767 5.311 0.18
F 5.276 -1.224 3.660 0.18
C 0.289 0.395 1.203 -0.28
O 1.031 1.078 1.875 0.12
H -1.482 4.684 1.299 0.05
H -2.546 3.839 0.230 0.09
H -1.746 2.998 1.583 0.10
H -2.222 1.283 -1.936 0.12
H -3.424 1.775 -0.723 0.13
H -2.994 -1.043 -1.785 0.12
H -4.319 -0.541 -0.712 0.11
H -5.161 -0.839 -2.891 0.12
H -5.208 0.875 -2.529 0.08
H -4.140 -0.316 -4.848 0.05
H -2.704 0.141 -3.954 0.08
H -0.706 2.177 -7.962 0.13
O -7.135 3.006 -3.418 -0.06
H -7.350 3.847 -3.830 0.05
H -6.361 2.684 -3.898 -0.05
O -2.383 5.773 3.196 -0.07
H -2.024 5.554 4.060 0.03
H -2.460 6.731 3.211 0.04
O 1.201 3.808 4.276 -0.05
H 0.803 3.195 3.651 0.03
H 2.112 3.509 4.342 0.05
O 7.595 -0.766 5.721 -0.05
H 7.948 -0.878 4.832 0.05
H 6.711 -1.145 5.670 0.03
O -1.227 -6.398 -0.254 -0.17
H -0.286 -6.560 -0.395 0.01
H -1.621 -7.279 -0.299 0.01
O -3.713 -0.449 -7.204 -0.03
H -3.799 -0.596 -8.151 0.06
H -2.839 -0.058 -7.096 0.02
O 0.300 6.209 3.729 -0.08
H 0.697 5.854 4.532 0.03
H 0.618 5.620 3.039 0.01
O 10.259 -2.527 5.493 -0.06
H 9.459 -2.539 6.036 0.00
H 10.491 -1.597 5.424 0.03
O -7.917 1.008 -1.286 -0.07
H -8.143 1.401 -0.439 0.03
H -7.574 1.742 -1.813 -0.01
O -2.174 -8.307 -2.228 -0.04
H -1.990 -9.186 -2.573 0.04
H -2.273 -7.752 -3.007 0.04
O 4.130 2.705 -0.514 -0.10
H 4.584 1.859 -0.441 0.00
H 3.847 2.940 0.379 0.00
O 1.552 -7.683 -1.159 -0.04
H 2.038 -7.839 -0.342 0.05
H 1.906 -8.333 -1.773 0.04
O -1.577 -8.664 1.824 -0.06
H -2.410 -8.601 2.301 0.04
H -1.271 -7.752 1.755 0.01
O -0.703 4.756 -3.412 -0.10
H -0.841 4.514 -4.330 0.02
H 0.001 5.412 -3.438 0.02
O 6.308 0.292 0.564 -0.04
H 5.800 0.698 1.275 0.02
H 5.772 -0.458 0.285 0.03
O 7.866 -2.562 8.020 -0.06
H 7.963 -2.387 8.961 0.04
H 7.727 -1.694 7.621 0.00
O -2.606 -2.321 -4.376 -0.04
H -2.413 -3.222 -4.653 0.05
H -2.756 -1.851 -5.204 0.01
O 2.319 3.912 1.618 -0.07
H 1.774 3.113 1.558 0.00
H 1.894 4.533 1.015 -0.03
```

---

[3]
Entry from the Open Molecules 2025 dataset: a structure of composition C19H48Fe2O9 (the ωB97M-V functional and the def2-TZVPD basis).

For the HOMO-LUMO gap (alpha / beta), the calculation gives 6.560 / 6.221 eV. Its multiplicity is 9. Its total charge is +2. The energy above the lowest of the compared OMol25 structures with the same formula, charge and spin comes out at 0.0 kcal/mol.

```
78
Properties=species:S:1:pos:R:3:lowdin_charge:R:1
Fe -9.999 -35.720 20.173 1.23
Fe -5.901 -34.753 19.771 1.05
C -8.311 -33.920 19.988 -0.82
O -9.529 -33.659 20.209 -0.05
O -7.311 -33.158 20.001 -0.02
O -8.020 -35.197 19.798 -0.18
C -6.461 -33.359 23.486 -0.03
C -5.300 -34.205 22.986 -0.42
C -4.721 -35.100 24.087 -0.03
O -5.804 -35.069 21.929 -0.11
H -6.943 -32.773 22.704 0.06
H -6.167 -32.672 24.280 0.10
H -7.200 -34.035 23.930 0.09
H -4.487 -33.613 22.574 0.12
H -3.987 -35.781 23.657 0.09
H -5.493 -35.721 24.546 0.09
H -4.254 -34.467 24.839 0.10
H -6.447 -35.674 22.319 0.12
C -6.663 -34.946 15.437 -0.03
C -5.450 -34.771 16.348 -0.43
C -4.302 -33.915 15.808 -0.02
O -5.924 -34.266 17.629 -0.13
H -6.335 -35.269 14.446 0.10
H -7.190 -34.002 15.298 0.09
H -7.279 -35.752 15.830 0.08
H -4.972 -35.745 16.483 0.14
H -4.650 -32.885 15.661 0.09
H -4.013 -34.243 14.811 0.10
H -3.466 -33.893 16.501 0.07
H -6.238 -33.357 17.362 0.07
C -9.199 -30.941 17.143 -0.03
C -7.742 -30.502 17.129 -0.42
C -7.444 -29.464 18.200 -0.04
O -6.909 -31.670 17.394 -0.11
H -9.365 -31.486 18.079 0.07
H -9.373 -31.673 16.354 0.07
H -9.889 -30.101 17.121 0.10
H -7.458 -30.118 16.150 0.15
H -8.199 -28.681 18.278 0.09
H -6.485 -28.967 18.045 0.09
H -7.380 -29.936 19.187 0.08
H -7.257 -31.956 18.258 0.04
C -10.141 -31.354 22.608 -0.07
C -11.565 -31.284 22.045 -0.49
C -12.075 -29.862 21.960 -0.05
O -11.645 -31.888 20.756 -0.06
H -9.806 -32.371 22.830 0.06
H -10.064 -30.772 23.527 0.08
H -9.413 -30.936 21.902 0.08
H -12.189 -31.824 22.770 0.13
H -13.119 -29.919 21.656 0.09
H -11.510 -29.316 21.200 0.09
H -11.926 -29.326 22.896 0.08
H -10.882 -32.469 20.640 0.01
C -12.540 -35.884 17.074 -0.03
C -11.030 -35.882 17.066 -0.38
C -10.371 -34.520 17.008 -0.04
O -10.568 -36.520 18.336 -0.13
H -12.941 -35.494 18.011 0.09
H -13.007 -36.854 16.889 0.09
H -12.958 -35.284 16.262 0.11
H -10.630 -36.512 16.269 0.15
H -10.538 -34.076 16.027 0.11
H -9.308 -34.540 17.241 0.07
H -10.834 -33.826 17.719 0.09
H -10.650 -37.473 18.175 0.13
C -4.563 -31.225 20.864 -0.03
C -4.230 -32.073 19.647 -0.43
C -2.914 -31.674 19.004 -0.02
O -4.231 -33.499 19.949 -0.11
H -3.714 -31.326 21.550 0.10
H -5.490 -31.504 21.368 0.07
H -4.706 -30.175 20.612 0.10
H -5.028 -31.906 18.924 0.11
H -2.744 -32.263 18.101 0.07
H -2.044 -31.830 19.650 0.10
H -2.896 -30.624 18.717 0.10
H -3.390 -33.616 20.419 0.13
```

---

[4]
Entry from the Open Molecules 2025 dataset: a cluster of 3 separate species, C19H48N2O3P in total (the ωB97M-V functional and the def2-TZVPD basis).

For the HOMO-LUMO gap, the calculation gives 6.366 eV. Its total charge is +1.

```
73
Properties=species:S:1:pos:R:3:lowdin_charge:R:1
C -0.028 -0.839 1.020 -0.10
C 0.895 -0.248 0.003 -0.22
O 2.257 -0.531 0.308 -0.12
C 2.942 0.489 0.961 -0.20
C 4.266 -0.055 1.510 -0.16
O 4.497 -1.400 1.167 -0.10
C 4.244 -2.359 2.140 -0.18
C 5.087 -2.245 3.399 -0.12
O 4.287 -2.355 4.595 -0.17
C 3.736 -1.189 5.060 -0.37
P 2.004 -1.041 4.416 1.15
H 0.021 -1.919 0.989 0.10
H 0.238 -0.505 2.017 0.01
H -1.049 -0.547 0.810 0.05
H 0.697 -0.680 -0.961 0.12
H 0.742 0.824 -0.078 0.11
H 3.143 1.332 0.302 0.13
H 2.337 0.881 1.782 0.09
H 5.095 0.526 1.135 0.13
H 4.265 0.079 2.594 0.09
H 3.188 -2.347 2.429 0.09
H 4.411 -3.315 1.669 0.14
H 5.798 -3.052 3.469 0.14
H 5.631 -1.309 3.409 0.13
H 4.274 -0.294 4.760 0.10
H 3.653 -1.196 6.139 0.11
H 1.857 -0.064 3.448 -0.02
H 1.639 -2.240 3.834 0.03
H 1.150 -0.731 5.463 0.01
C -2.272 3.716 3.651 -0.09
C -3.067 3.087 2.518 -0.27
N -2.226 2.599 1.442 -0.19
C -2.960 2.269 0.228 -0.23
C -3.959 1.105 0.274 -0.07
C -1.191 1.676 1.841 -0.23
C -1.616 0.395 2.585 -0.11
H -1.611 4.495 3.273 0.08
H -2.953 4.165 4.373 0.08
H -1.669 2.983 4.190 0.06
H -3.724 3.845 2.087 0.12
H -3.729 2.309 2.935 0.11
H -2.230 2.080 -0.564 0.10
H -3.498 3.170 -0.078 0.12
H -3.466 0.134 0.293 0.06
H -4.583 1.127 -0.620 0.08
H -4.624 1.171 1.136 0.07
H -0.478 2.216 2.474 0.11
H -0.632 1.404 0.941 0.08
H -2.330 0.596 3.384 0.08
H -0.728 -0.063 3.039 0.03
H -2.046 -0.349 1.920 0.06
C -1.675 1.097 -3.464 -0.09
C -0.671 0.253 -4.238 -0.28
N -1.005 -1.160 -4.244 -0.20
C 0.056 -2.007 -4.762 -0.25
C 0.463 -1.849 -6.232 -0.08
C -2.348 -1.480 -4.702 -0.25
C -2.760 -1.014 -6.106 -0.08
H -1.823 0.706 -2.455 0.06
H -1.313 2.123 -3.388 0.08
H -2.645 1.132 -3.959 0.07
H 0.313 0.345 -3.770 0.11
H -0.567 0.680 -5.248 0.10
H -0.230 -3.046 -4.579 0.11
H 0.942 -1.829 -4.145 0.10
H -0.277 -2.271 -6.909 0.06
H 1.402 -2.375 -6.410 0.07
H 0.617 -0.804 -6.502 0.07
H -3.055 -1.063 -3.981 0.10
H -2.465 -2.563 -4.627 0.11
H -2.468 0.020 -6.293 0.07
H -3.845 -1.069 -6.205 0.07
H -2.332 -1.633 -6.892 0.06
```

---

| no. | largest force on an atom (eV/Å) |
| --- | --- |
| 1 | 16.00 |
| 2 | 1.36 |
| 3 | 2.25 |
| 4 | 1.69 |